Computed, not measured: 17 unconnected molecules or ions with the total composition C9H50NO17, with ωB97M-V/def2-TZVPD.

Output
- Total charge: -1
- Calculated total energy: -46440.7691 eV
- ΔE to the lowest compared entry with this formula, charge and spin: 62.94 kcal per mole
- E_LUMO: 1.837 eV

Structure (XYZ):
```
77
Properties=species:S:1:pos:R:3:forces:R:3
C -0.871722 2.083435 1.826323 -0.773 -1.484 -0.727
C -0.547142 1.647735 0.353823 -0.130 0.028 0.111
C 0.627058 2.613325 0.033213 0.304 -1.205 -1.274
C 1.470278 2.117645 -1.153397 -0.616 -0.625 0.858
C 1.729378 0.573155 -1.024527 -0.582 1.510 -0.195
C 0.490118 -0.388575 -0.856257 1.583 0.762 0.343
N -0.271712 0.150525 0.234043 0.226 1.418 2.128
O -1.303192 -0.677785 0.753823 0.080 0.480 -0.633
C 1.107928 -1.784845 -0.469587 -0.313 0.091 0.459
C -0.209372 -0.524115 -2.187347 0.058 -0.035 -0.034
C -1.693882 2.102835 -0.604527 -0.324 -0.407 0.744
H -1.212762 3.118685 1.832433 0.186 0.073 0.062
H -0.014382 1.930235 2.481773 0.160 0.148 -0.124
H -1.667132 1.445365 2.211413 -0.161 0.020 0.026
H 1.340238 2.758855 0.844573 -0.335 -0.140 0.409
H 0.185938 3.573715 -0.233537 0.069 0.179 0.289
H 2.415158 2.643215 -1.015267 0.326 -0.082 -0.630
H 1.014858 2.412945 -2.098637 0.032 -0.146 -0.201
H 2.327348 0.523755 -0.114537 0.265 -0.555 -0.098
H 2.300178 0.361305 -1.928637 0.279 -0.733 0.151
H 0.689238 -2.656815 -0.972057 -0.555 0.176 -0.121
H 0.957048 -1.939385 0.598803 -0.054 0.029 -0.022
H 2.174948 -1.890195 -0.665737 0.218 0.520 -0.102
H -0.566142 0.445355 -2.535107 -0.082 -0.127 -0.166
H -1.027162 -1.236505 -2.078597 -0.061 0.055 -0.228
H 0.576758 -0.890405 -2.847597 -0.347 -0.207 -0.558
H -1.349232 2.109645 -1.638587 -0.054 0.161 0.007
H -2.076112 3.082275 -0.316947 0.258 0.350 -0.159
H -2.571662 1.461935 -0.521767 0.175 -0.468 -0.027
O 4.172268 3.465685 -4.587577 0.274 0.029 -0.093
H 3.755868 3.440295 -3.726067 -0.122 -0.023 0.296
H 3.450888 3.351285 -5.206257 -0.176 -0.039 -0.168
O -0.089282 1.437215 7.169533 -0.064 -0.281 0.106
H -0.766412 2.105495 7.064003 -0.223 0.167 -0.038
H 0.691448 1.821595 6.770853 0.222 0.044 -0.141
O -5.888622 4.360285 2.208693 -0.099 0.339 0.088
H -6.432802 3.602975 2.424523 -0.069 -0.252 0.066
H -5.274412 4.034725 1.550683 0.203 -0.133 -0.147
O -4.360082 1.354165 -4.334097 -0.139 0.216 -0.199
H -3.725902 1.332735 -3.617447 0.191 0.008 0.278
H -4.444462 0.440675 -4.607287 -0.028 -0.229 -0.030
O -1.693132 -5.251695 1.881233 -0.211 -0.196 0.212
H -1.210512 -5.534025 1.104313 0.190 -0.123 -0.254
H -1.724252 -4.297595 1.810863 0.078 0.363 -0.014
O -2.832012 -5.837015 -2.896367 0.066 -0.353 0.021
H -2.212632 -5.464545 -3.523957 0.274 0.150 -0.285
H -3.353472 -5.090325 -2.601827 -0.207 0.271 0.261
O 0.288808 -7.010435 -1.073907 0.034 -0.002 0.236
H 1.097018 -7.339525 -1.467267 0.213 -0.069 -0.020
H -0.265172 -6.781045 -1.820047 -0.379 0.117 -0.186
O 4.039078 -1.056575 -6.189047 -0.138 -0.112 -0.222
H 4.995308 -1.094595 -6.168747 0.233 0.006 -0.012
H 3.792978 -0.740255 -5.319787 -0.115 0.115 0.249
O -5.160922 0.072075 2.258403 -0.292 0.221 0.187
H -4.289532 -0.189725 1.961133 0.558 -0.008 -0.206
H -5.726752 -0.661905 2.018913 -0.117 -0.142 -0.065
O -4.750062 -3.125475 -0.903127 -0.147 -0.099 -0.324
H -5.349602 -3.468005 -0.240207 -0.124 -0.146 0.130
H -4.011402 -2.778975 -0.402577 0.432 0.255 0.128
O 3.978128 6.349575 0.904193 -0.236 0.194 0.049
H 4.387548 5.499065 1.063083 0.216 -0.320 0.163
H 4.481968 6.727545 0.183423 0.100 0.087 -0.161
O 1.629058 -1.135125 3.792983 0.546 0.124 0.190
H 0.948358 -1.144685 4.465883 -0.236 -0.142 0.229
H 1.173398 -0.868745 2.994453 -0.296 0.108 -0.557
O -1.560642 -1.587465 5.495063 0.141 -0.217 0.144
H -1.321862 -0.752165 5.896933 0.066 0.326 0.222
H -1.610822 -1.397445 4.558263 -0.119 0.020 -0.431
O -0.121092 -4.906125 -5.036547 -0.225 -0.235 0.116
H 0.752548 -4.692745 -4.708727 0.209 0.097 0.175
H -0.179072 -4.452975 -5.877687 -0.069 0.128 -0.206
O 6.012918 3.671845 2.193113 -0.086 0.395 -0.110
H 6.878138 3.262415 2.189583 0.186 -0.091 0.002
H 5.401278 2.939695 2.270993 -0.227 -0.369 0.108
O 4.495108 0.763675 3.908633 0.464 0.274 -0.112
H 3.877808 0.035555 3.837883 -0.444 -0.365 -0.085
H 4.030158 1.423325 4.423333 -0.139 0.107 0.119
```
Forces are in eV/Å.


Computed, not measured: 2 unconnected molecules or ions with the total composition C5H6N2O3, with ωB97M-V/def2-TZVPD.

Output
- Calculated total energy: -14401.9933 eV
- SMILES: O=[N+]([O-])c1ccccn1.O
- ΔE to the lowest compared entry with this formula, charge and spin: 67.31 kcal per mole
- E_LUMO: -0.434 eV

Structure (XYZ):
```
16
Properties=species:S:1:pos:R:3:forces:R:3
O 3.386937 0.011867 -0.954097 0.187 0.093 -0.147
N 2.779923 -0.323782 0.031485 0.621 0.178 -0.118
O 3.246850 -0.392041 1.149725 0.109 -0.012 0.402
C 1.372899 -0.664945 -0.116394 -1.480 -0.519 -0.237
C 0.606533 -0.935072 1.007763 0.286 0.038 -0.143
C -0.736845 -1.209055 0.801787 0.111 0.043 -0.242
C -1.231278 -1.195171 -0.492481 0.006 0.050 0.041
C -0.357321 -0.922814 -1.539488 -0.331 -0.115 0.177
N 0.921272 -0.669942 -1.354543 0.651 0.079 0.210
H 1.047787 -0.908633 1.991089 0.022 -0.023 0.009
H -1.383772 -1.420811 1.638750 -0.053 -0.004 0.077
H -2.276114 -1.378171 -0.693744 -0.049 -0.044 -0.006
H -0.697679 -0.902462 -2.565094 -0.104 -0.042 -0.082
O 0.816880 2.017041 -0.217394 -0.196 0.084 0.054
H 1.406547 2.546421 0.323439 0.097 0.181 -0.039
H 1.003694 2.248444 -1.132826 0.123 0.015 0.046
```
Forces are in eV/Å.


Computed, not measured: 2 unconnected molecules or ions with the total composition C4H8NO2, with ωB97M-V/def2-TZVPD.

Output
- Total charge: -1
- Calculated total energy: -9861.4052 eV
- ΔE to the lowest compared entry with this formula, charge and spin: 77.98 kcal per mole
- E_LUMO: 0.334 eV

Structure (XYZ):
```
15
Properties=species:S:1:pos:R:3:forces:R:3
C -6.515224 0.313082 -0.816999 -0.031 0.325 0.212
N -7.772534 -0.094370 -1.367549 0.449 -0.191 -0.061
C 23.610202 -0.003187 -0.429626 3.442 0.063 3.386
O 23.762759 -1.098807 0.052914 -1.687 3.023 -2.585
O 23.824513 1.164081 -0.571769 -1.755 -3.086 -0.801
C -6.080435 -0.382573 0.493024 -0.633 0.179 0.587
C -4.810426 0.180855 1.119517 1.014 1.217 0.333
H -5.602573 0.180910 -1.455271 -0.072 0.205 -0.317
H -6.545862 1.406043 -0.543593 -0.003 -0.481 -0.332
H -7.615278 -1.039504 -1.753826 -0.113 0.318 0.096
H -6.949767 -0.254315 1.177064 0.535 -0.279 -0.188
H -5.967214 -1.449208 0.279292 -0.034 -0.084 0.103
H -4.487818 -0.336409 2.068872 -0.491 0.605 -0.710
H -3.919231 0.088355 0.435279 -0.834 0.087 0.402
H -4.931109 1.325044 1.312677 0.213 -1.902 -0.125
```
Forces are in eV/Å.


- Among the records above, which one has the highest calculated total energy?
  C4H8NO2